C12H37IN2O7P | ωB97M-V with the def2-TZVPD basis set

Element x y z (Å)
C 0.9877 2.4990 -3.3255
C 0.1146 2.1593 -2.1212
I -0.2599 3.9646 -0.9841
C 0.7434 1.0748 -1.2346
C -0.1802 -0.0353 -0.6836
P -0.6520 -1.1130 -2.1034
N -1.5790 -2.3517 -1.8906
C 0.6408 -0.9739 0.2319
C 0.6237 -0.6124 1.7233
C 1.3469 0.7038 1.9909
C 1.3250 -1.7068 2.5285
N -0.8143 -0.6054 2.1123
O -1.3144 -1.7719 2.2680
C -1.7108 0.4225 1.5081
C -3.1575 0.0026 1.7861
C -1.4766 1.7877 2.1979
C -1.5133 0.4531 -0.0420
H 2.0437 2.4427 -3.0537
H 0.8144 3.4945 -3.7219
H 0.8066 1.7778 -4.1281
H -0.8829 1.8691 -2.4438
H 1.5137 0.5697 -1.8318
H 1.2873 1.5464 -0.4190
H 0.6159 -1.3925 -2.6640
H -1.1383 -0.2015 -3.0665
H -1.8036 -2.5085 -0.9124
H 0.2546 -1.9967 0.1690
H 1.6735 -0.9944 -0.1289
H 0.8864 1.5776 1.5330
H 1.4523 0.8978 3.0581
H 2.3462 0.5880 1.5672
H 1.0320 -2.7034 2.2036
H 2.4066 -1.5920 2.4219
H 1.0741 -1.6134 3.5861
H -3.8160 0.8232 1.4914
H -3.2967 -0.1926 2.8494
H -3.4454 -0.8936 1.2393
H -1.3336 2.5914 1.4748
H -2.3415 2.0395 2.8121
H -0.6147 1.7722 2.8624
H -2.3244 -0.1578 -0.4473
H -1.7109 1.4715 -0.3835
O -4.2116 -4.3256 -1.2584
H -4.6528 -3.9048 -2.0025
H -3.4116 -3.8011 -1.1436
O -5.0833 -6.4086 0.7298
H -4.9960 -5.8929 -0.0838
H -4.5105 -7.1689 0.5983
O 4.1836 0.6206 -0.1524
H 5.1254 0.4333 -0.0801
H 4.1338 1.5613 -0.3506
O 3.7675 -2.8684 -0.4193
H 3.2629 -3.3843 0.2174
H 3.6290 -1.9499 -0.1620
O 2.7777 3.0457 4.1422
H 2.1651 3.7368 4.4128
H 2.7711 2.4143 4.8684
O 2.2431 4.5985 -5.5940
H 2.4759 5.5030 -5.3622
H 1.7073 4.6789 -6.3894

Strongest force on any atom = 0.0071 hartree/bohr
Lowest unoccupied orbital energy (alpha / beta) = 0.10 / 0.10 eV
HOMO level (alpha / beta) = -8.178 / -9.081 eV
Charge = 0
2S+1 = 2

Here are the natural (NBO) charges for atoms 1 to 5, given in e: -0.64 -0.27 0.04 -0.47 -0.32

C67H56ClN6PPdSSb | ωB97M-V with the def2-TZVPD basis set

Element x y z (Å)
Pd 0.4896 0.3152 -0.4151
C 5.0018 -2.3276 1.2728
N 4.1406 -1.5989 0.3408
C 2.8259 -1.3610 0.4671
N 2.3807 -0.6824 -0.5901
C 3.4497 -0.5269 -1.4576
C 4.5635 -1.0681 -0.8576
C 5.9558 -1.2070 -1.3246
C 6.8262 -0.1211 -1.2751
C 8.1390 -0.2653 -1.6982
C 8.5842 -1.4915 -2.1717
C 7.7199 -2.5767 -2.2220
C 6.4081 -2.4375 -1.7967
C 3.2859 -0.1658 -2.8750
C 2.1599 -0.6388 -3.5518
C 1.9650 -0.3299 -4.8872
C 2.9016 0.4417 -5.5657
C 4.0361 0.8891 -4.9043
C 4.2312 0.5875 -3.5630
P 1.6871 -2.1116 1.6720
C 0.3928 -2.5551 0.4783
N -0.2573 -1.7537 -0.3691
C -0.9642 -2.5615 -1.2231
C -0.7355 -3.8760 -0.8825
N 0.1149 -3.8488 0.1940
C 0.5354 -5.0229 0.9628
C -1.2508 -5.1094 -1.4962
C -2.6221 -5.2757 -1.6750
C -3.1076 -6.4289 -2.2712
C -2.2290 -7.4170 -2.6927
C -0.8608 -7.2534 -2.5217
C -0.3711 -6.1017 -1.9273
C -1.8296 -2.1067 -2.3347
C -3.1349 -1.6807 -2.0913
C -3.9687 -1.3440 -3.1459
C -3.5097 -1.4446 -4.4536
C -2.2176 -1.8814 -4.7035
C -1.3801 -2.2152 -3.6461
C 1.0363 -0.5512 2.3105
N 0.4626 0.4522 1.6357
C 0.2632 1.4894 2.5314
C 0.7323 1.0815 3.7578
N 1.2020 -0.1961 3.5951
C 1.7074 -1.0450 4.6798
C 0.7177 1.7789 5.0550
C -0.4925 2.2044 5.5982
C -0.5073 2.8668 6.8155
C 0.6813 3.1092 7.4904
C 1.8894 2.6889 6.9507
C 1.9095 2.0253 5.7339
C -0.4244 2.7916 2.3910
C -1.8066 2.8592 2.2257
C -2.4767 4.0480 2.4915
C -1.7723 5.1777 2.8877
C -0.3877 5.1314 2.9906
C 0.2811 3.9411 2.7525
H 4.4552 -2.5110 2.1935
H 5.3102 -3.2737 0.8349
H 5.8846 -1.7284 1.4815
H 6.4786 0.8337 -0.8980
H 8.8150 0.5780 -1.6574
H 9.6077 -1.6020 -2.5035
H 8.0669 -3.5297 -2.5975
H 5.7277 -3.2794 -1.8534
H 1.4416 -1.2628 -3.0293
H 1.0921 -0.7071 -5.4050
H 2.7576 0.6767 -6.6116
H 4.7761 1.4743 -5.4334
H 5.1139 0.9491 -3.0549
H -0.2101 -5.8013 0.8301
H 1.4981 -5.3897 0.6121
H 0.6008 -4.7630 2.0155
H -3.3075 -4.5088 -1.3381
H -4.1731 -6.5596 -2.4027
H -2.6103 -8.3169 -3.1559
H -0.1766 -8.0206 -2.8577
H 0.6986 -5.9654 -1.8174
H -3.5014 -1.6382 -1.0722
H -4.9855 -1.0277 -2.9522
H -4.1692 -1.2038 -5.2770
H -1.8688 -1.9903 -5.7224
H -0.3834 -2.5939 -3.8422
H 1.2393 -0.7250 5.6058
H 1.4474 -2.0801 4.4806
H 2.7869 -0.9445 4.7716
H -1.4194 2.0115 5.0720
H -1.4474 3.1902 7.2415
H 0.6668 3.6255 8.4407
H 2.8148 2.8815 7.4762
H 2.8550 1.7127 5.3053
H -2.3653 1.9597 1.9935
H -3.5564 4.0811 2.4308
H -2.3038 6.0906 3.1225
H 0.1658 6.0090 3.2980
H 1.3514 3.8820 2.9096
Cl 1.2599 1.9571 -2.1518
C 1.2790 2.1605 -0.4558
H 0.5772 2.8929 -0.0731
H 2.2759 2.1441 -0.0301
S -1.6776 0.8412 -1.0131
Sb -2.5002 3.0342 -1.4511
C -4.1209 3.4910 -0.2388
C -4.7605 2.4806 0.4710
C -5.8995 2.7896 1.1993
C -6.3889 4.0912 1.2062
C -5.7497 5.0905 0.4843
C -4.6075 4.7947 -0.2477
C -3.2162 2.6857 -3.3796
C -2.5273 1.8464 -4.2508
C -2.9931 1.6927 -5.5481
C -4.1333 2.3669 -5.9639
C -4.8215 3.1949 -5.0862
C -4.3662 3.3586 -3.7866
C -1.0435 4.5188 -1.5848
C -0.6874 5.2788 -0.4754
C 0.3036 6.2411 -0.6046
C 0.9238 6.4402 -1.8316
C 0.5538 5.6858 -2.9391
C -0.4345 4.7201 -2.8226
H -4.3813 1.4649 0.4581
H -6.4105 2.0163 1.7569
H -7.2793 4.3261 1.7739
H -6.1399 6.0993 0.4883
H -4.1060 5.5812 -0.8013
H -1.6450 1.3059 -3.9266
H -2.4666 1.0431 -6.2346
H -4.4912 2.2445 -6.9774
H -5.7120 3.7141 -5.4135
H -4.9149 3.9988 -3.1054
H -1.1808 5.1360 0.4765
H 0.5784 6.8459 0.2496
H 1.6878 7.1998 -1.9310
H 1.0236 5.8617 -3.8974
H -0.7372 4.1504 -3.6940

Strongest force on any atom = 0.0126 hartree/bohr
Energy relative to the best compared isomer or geometry (same formula, charge and spin) = 0.0 kJ/mol
Lowest unoccupied orbital energy (alpha / beta) = -9.81 / -9.81 eV
HOMO level (alpha / beta) = -14.638 / -14.638 eV
Charge = +3

Here are the Mulliken charges for atoms 1 to 5, given in e: 0.42 -1.01 0.58 -0.76 1.38

C35H26ClFIIrN4O4 | ωB97M-V with the def2-TZVPD basis set

Element x y z (Å)
Ir -1.0357 0.6278 0.8907
C -1.8274 3.6392 0.7340
N -2.1478 2.2777 1.1665
C -3.3433 2.0326 1.6540
C -3.7303 0.7068 1.8256
C -4.8346 0.0146 2.3474
C -4.5429 -1.3305 2.2013
C -3.2705 -1.4251 1.5985
N -2.7982 -0.2064 1.3713
C -0.6054 4.2252 1.3915
C 0.4939 4.5908 0.6238
C 1.6021 5.1792 1.2173
C 1.6274 5.3843 2.5895
C 0.5340 5.0175 3.3637
C -0.5821 4.4545 2.7637
H -2.7036 4.2487 0.9662
H -1.7043 3.6381 -0.3504
H -4.0118 2.8600 1.8678
H -5.7217 0.4524 2.7745
H -5.1612 -2.1652 2.4859
H -2.7099 -2.3093 1.3387
H 0.4620 4.4465 -0.4507
H 2.4435 5.4859 0.6087
H 2.4921 5.8408 3.0540
H 0.5436 5.1890 4.4324
H -1.4408 4.1855 3.3697
Cl 4.6095 2.8220 4.0740
C 3.0540 2.1764 3.6966
C 2.1813 1.8784 4.7051
C 0.9014 1.3587 4.4279
I -0.4040 0.9326 5.9746
C 0.5082 1.1415 3.1247
O -0.6653 0.6040 2.8042
C 1.3978 1.5096 2.0810
N 0.9180 1.3618 0.8114
C 1.6949 1.6409 -0.2141
C 3.0093 2.0926 -0.0423
C 3.5006 2.2812 1.2228
C 2.6877 1.9961 2.3366
H 2.4770 2.0443 5.7316
H 1.2715 1.5201 -1.2024
H 3.6113 2.3012 -0.9146
H 4.5039 2.6541 1.3783
C 0.3352 -2.4443 -5.8295
C 0.0173 -3.4789 -4.7617
C 1.0359 -4.6052 -4.7684
C 0.6883 -5.6473 -3.7224
C 0.5844 -5.0036 -2.3699
C 0.8385 -5.7171 -1.2235
C 0.7413 -5.1073 0.0258
F 0.9976 -5.8464 1.1096
C 0.4003 -3.7951 0.1669
C 0.1368 -3.0445 -0.9887
C -0.2582 -1.6561 -0.8594
O -0.3286 -1.1855 0.3273
C -0.5368 -0.9514 -2.0368
C -0.4008 -1.6069 -3.2457
N -0.0364 -2.8727 -3.3895
C 0.2311 -3.6422 -2.2553
C -0.9318 0.4969 -2.1388
O -0.9315 1.0295 -3.2302
O -1.2620 1.1323 -1.0525
H 0.5236 -2.9718 -6.7635
H 1.2326 -1.8788 -5.5737
H -0.4806 -1.7493 -6.0172
H -0.9758 -3.8999 -4.9435
H 2.0322 -4.1923 -4.5840
H 1.0458 -5.0477 -5.7638
H 1.4325 -6.4426 -3.6950
H -0.2672 -6.1168 -3.9761
H 1.1202 -6.7610 -1.2777
H 0.3346 -3.3373 1.1428
H -0.6031 -1.0327 -4.1365

Strongest force on any atom = 0.0137 hartree/bohr
Energy relative to the best compared isomer or geometry (same formula, charge and spin) = 0.0 kJ/mol
Lowest unoccupied orbital energy (alpha / beta) = -3.13 / -5.27 eV
HOMO level (alpha / beta) = -10.635 / -10.344 eV
Charge = +1
2S+1 = 2

Here are the Mulliken charges for atoms 1 to 5, given in e: 2.49 -1.59 0.32 0.25 -0.20

C3H7N3O2 | ωB97M-V with the def2-TZVPD basis set

Element x y z (Å)
H -0.3238 3.1328 0.0009
N -0.3604 2.1460 -0.0509
C 0.3533 1.4453 0.6799
C 0.4036 -0.2369 0.3237
N -0.3275 -0.6669 -0.7545
C -1.5776 -1.1602 -0.4812
N 1.8345 -0.4975 0.1274
O 2.4607 -1.1148 0.9389
O 2.3212 -0.0835 -0.9293
H 1.1835 1.6278 1.4877
H 0.2619 -0.8351 1.2437
H -0.5632 0.0245 -1.3461
H -2.1773 -0.9223 -1.3692
H -1.5718 -2.2836 -0.2607
H -1.9173 -0.5755 0.3896

Strongest force on any atom = 0.0861 hartree/bohr
Structure (SMILES) = [H]/N=C/[C@@H](NC)[N+](=O)[O-]
Energy relative to the best compared isomer or geometry (same formula, charge and spin) = 624.8 kJ/mol
Lowest unoccupied orbital energy = 0.28 eV
HOMO level = -9.464 eV
Charge = 0

Here are the natural (NBO) charges for atoms 1 to 5, given in e: 0.37 -0.62 0.15 0.01 -0.62

Question: Which formula does entry 2 have?
Answer: C67H56ClN6PPdSSb